Entry 1:
20
Properties=species:S:1:pos:R:3:forces:R:3 method="wB97M-V/def2-TZVPD" lumo_energy_ev=0.9 e_above_lowest_kj_mol=165.0 smiles=Cc1c[nH]cn1.CC gap_ev=9.55 molar_mass_g_mol=112.18 total_energy_ha=-345.26502 total_charge=0 homo_ha=-0.31752
C -0.3048 -3.0146 -0.9978 -2.98 -1.44 -0.35
C 0.9244 0.2896 -1.6056 -2.61 -3.17 0.66
C -0.3060 -1.6310 -1.4161 2.98 3.88 -0.06
C -1.0649 -0.7153 -2.0990 0.87 -0.05 0.71
N 0.8777 -0.9631 -1.0402 1.38 2.29 -1.97
N -0.3282 0.5073 -2.2055 1.58 -5.21 1.21
H 1.8109 0.9270 -1.7571 -0.86 -0.30 0.58
H -0.7844 1.3059 -2.4086 -1.24 3.29 -1.05
H -2.0735 -0.9136 -2.3990 -0.28 0.71 -0.49
H -0.7348 -3.0477 -0.0099 -0.11 -0.29 0.58
H 0.6054 -3.5581 -0.9762 1.15 0.21 -0.17
H -0.9928 -3.5945 -1.6395 0.15 0.08 0.27
C -0.3087 2.2679 2.6776 2.70 -0.95 -1.66
C 0.8027 1.4347 1.8802 -0.29 -2.89 2.01
H -0.9229 2.8366 2.0351 -1.11 0.30 -0.64
H -0.7656 1.5472 3.2883 -1.36 -0.59 0.64
H 0.1807 2.9682 3.3194 0.49 0.43 0.49
H 0.5020 0.7357 0.9955 0.13 1.63 1.61
H 1.7054 1.9692 1.6317 0.05 0.46 -0.32
H 1.1776 0.6484 2.7267 -0.63 1.63 -2.07

=====

Entry 2:
10
Properties=species:S:1:pos:R:3:forces:R:3 method="wB97M-V/def2-TZVPD" lumo_energy_ev="3.3 / 3.3" e_above_lowest_kj_mol=386.2 gap_ev="5.60 / 5.60" molar_mass_g_mol=276.45 total_energy_ha=-439.46460 total_charge=-1 homo_ha="-0.08302 / -0.08291"
O -0.2393 1.4493 1.2548 1.63 0.76 -0.09
C 0.4952 1.4617 0.1495 -3.11 -2.69 2.04
C 0.1059 0.7268 -0.9879 5.61 5.15 2.00
O -0.3325 -0.5358 -1.0336 -2.11 0.31 -2.07
C 0.4620 -1.6482 -0.4421 0.95 0.59 0.06
Tl -0.7138 -0.7005 1.4302 -1.15 -1.81 1.50
H 1.5894 1.6653 0.2380 -0.76 1.46 -0.39
H 0.8461 1.6785 -1.4214 -0.94 -3.82 -3.12
H 1.5359 -1.4076 -0.5844 -0.35 -0.18 -0.26
H 0.1536 -2.5193 -1.0501 0.23 0.24 0.32

=====

Entry 3:
78
Properties=species:S:1:pos:R:3:forces:R:3 method="wB97M-V/def2-TZVPD" lumo_energy_ev=-6.4 e_above_lowest_kj_mol=127.6 gap_ev=8.22 molar_mass_g_mol=695.55 total_energy_ha=-4184.02884 total_charge=+2 homo_ha=-0.53773
Ga 0.1195 -0.3227 -0.2380 0.48 0.60 0.13
O -1.1076 -0.9654 4.0390 -0.25 0.01 0.67
C -0.9916 -0.6249 2.7905 0.18 -0.37 -0.63
O -0.5074 -1.3303 1.9198 0.09 0.17 -0.10
C -1.5095 0.7350 2.4590 -0.11 0.35 0.18
C -1.9731 1.6565 3.3928 -0.01 -0.11 -0.23
C -2.3425 2.9127 2.9318 0.11 -0.09 -0.12
C -2.1758 3.2266 1.5877 0.05 -0.31 -0.09
C -1.6893 2.2379 0.7337 -0.17 0.05 0.52
N -1.4140 1.0198 1.1720 0.46 -0.26 -0.29
C -1.3622 2.3825 -0.7185 -0.05 -0.13 0.10
O -1.2671 3.5748 -1.2491 -0.07 0.25 -0.38
O -1.1437 1.3873 -1.3858 0.31 0.15 0.08
H -0.6858 -1.8177 4.2546 -0.04 0.12 -0.31
H -2.0362 1.3953 4.4376 -0.02 -0.02 0.06
H -2.7316 3.6496 3.6160 -0.03 0.09 0.07
H -2.4451 4.2099 1.2338 -0.01 0.11 -0.05
H -1.4347 4.3193 -0.6509 -0.01 -0.22 0.05
C 2.4153 2.6137 -2.7899 -0.05 -0.30 0.13
C 2.2144 1.5626 -3.8786 -0.07 -0.04 0.18
C 1.3090 0.5537 -3.1751 -0.23 -0.12 -0.56
O 1.5876 0.6514 -1.7670 -0.57 -0.39 0.42
C 2.5062 1.7396 -1.5470 0.47 0.56 0.30
H 1.5452 3.2696 -2.7287 0.03 0.04 0.00
H 3.3088 3.2138 -2.9400 0.00 0.04 0.05
H 3.1638 1.1023 -4.1536 -0.01 0.02 0.01
H 1.7545 1.9728 -4.7738 -0.03 -0.07 -0.06
H 1.5035 -0.4728 -3.4960 -0.08 0.07 0.07
H 0.2523 0.8046 -3.3168 0.12 -0.08 -0.01
H 3.5101 1.3174 -1.4317 -0.07 0.03 0.01
H 2.2281 2.2526 -0.6258 0.00 -0.09 -0.11
Cl 1.9114 -0.1815 3.8825 0.09 0.02 0.48
C 2.9598 0.0902 2.4762 0.09 0.07 -0.21
C 2.0155 -0.0178 1.2995 1.18 0.16 0.90
O 1.2089 0.9242 1.0947 -1.10 0.00 -0.90
O 1.9851 -1.0526 0.6151 -0.80 -0.50 -0.83
H 3.7216 -0.6874 2.4622 -0.09 0.16 -0.07
H 3.3852 1.0906 2.5675 -0.02 -0.19 -0.07
C -2.9037 -0.9665 -3.9424 -0.01 0.06 0.30
C -1.8314 -2.0301 -4.0319 0.26 0.11 0.44
C -2.3700 -3.3786 -4.4594 0.08 -0.21 0.31
C -0.7139 -1.6141 -4.9607 0.21 0.03 0.17
Sb -1.0353 -2.3131 -1.7997 -0.01 -0.32 0.26
C 0.6886 -3.8271 -1.6088 -0.65 0.39 -0.17
C 0.9379 -4.0664 -0.1357 -0.20 0.18 0.19
C 0.2964 -5.0969 -2.3352 -0.16 0.09 -0.08
C 1.8770 -3.1378 -2.2446 -0.12 0.26 -0.06
C -2.8550 -2.8414 -0.5105 0.40 0.10 -0.33
C -3.8804 -3.6454 -1.2847 0.14 0.03 -0.19
C -3.4272 -1.5087 -0.0684 0.20 0.17 -0.09
C -2.3669 -3.6468 0.6758 0.31 0.03 -0.07
H -3.2424 -0.7154 -4.9487 0.00 -0.05 -0.13
H -2.5212 -0.0517 -3.4883 -0.06 0.06 0.00
H -3.7726 -1.3135 -3.3859 -0.05 0.05 0.06
H -2.8923 -3.2506 -5.4099 -0.01 0.10 -0.07
H -3.0816 -3.8028 -3.7598 -0.07 -0.05 0.03
H -1.5668 -4.0924 -4.6275 0.02 -0.09 -0.01
H -1.0814 -1.6879 -5.9856 -0.12 -0.02 -0.07
H 0.1494 -2.2737 -4.8900 0.08 0.01 -0.02
H -0.4126 -0.5844 -4.8047 0.09 0.06 0.02
H 0.1907 -4.7220 0.3036 -0.03 0.01 0.05
H 0.9816 -3.1312 0.4244 0.03 -0.13 0.10
H 1.9098 -4.5461 -0.0169 0.11 -0.09 -0.06
H -0.6286 -5.5175 -1.9415 -0.02 -0.10 0.01
H 1.0854 -5.8381 -2.2017 0.07 -0.07 0.02
H 0.1786 -4.9306 -3.4045 0.00 -0.04 -0.08
H 2.1020 -2.2027 -1.7274 0.14 0.03 -0.08
H 1.7176 -2.9476 -3.3060 0.05 0.06 -0.05
H 2.7506 -3.7818 -2.1536 0.11 -0.11 0.02
H -4.3409 -3.0704 -2.0844 -0.04 -0.02 -0.10
H -4.6752 -3.9351 -0.5956 -0.06 -0.02 0.08
H -3.4479 -4.5592 -1.6894 -0.09 -0.08 -0.04
H -3.7727 -0.9162 -0.9157 -0.04 0.09 -0.01
H -2.6814 -0.9327 0.4806 -0.14 0.03 0.00
H -4.2790 -1.6798 0.5910 -0.10 -0.06 0.06
H -2.0524 -4.6421 0.3672 0.05 -0.07 0.06
H -3.1893 -3.7667 1.3821 -0.13 -0.01 0.05
H -1.5482 -3.1456 1.1874 0.00 -0.16 0.08

=====

Entry 4:
66
Properties=species:S:1:pos:R:3:forces:R:3 method="wB97M-V/def2-TZVPD" lumo_energy_ev=-1.7 gap_ev=1.72 molar_mass_g_mol=661.28 total_energy_ha=-6346.24715 total_charge=-1 homo_ha=-0.12710
N -1.4138 -1.0694 4.4720 1.54 1.32 -5.62
C -1.3245 -0.8459 3.1215 -4.08 -1.27 3.89
N -2.5947 -1.0612 2.2753 2.42 2.35 0.56
N -0.1063 -0.3603 2.3625 -1.42 0.10 1.27
C 0.5720 0.8121 3.0335 1.90 1.50 1.32
C 0.6751 2.1750 2.1366 -0.27 -0.88 -1.70
C -0.7393 2.9208 1.8016 -0.26 1.20 0.63
C -1.8813 2.8534 2.9694 0.82 0.26 0.27
Ga -3.7171 3.1481 1.9718 -0.42 -1.49 -0.88
C -5.2216 2.0572 2.8924 -0.23 0.18 0.82
B -5.6909 0.7821 1.9668 -0.53 -0.34 -0.40
O -5.2584 0.5741 0.5672 0.31 -1.87 3.44
O -6.5812 -0.2310 2.6363 3.28 0.68 0.23
H -2.3637 -1.4018 4.7597 1.01 0.43 -0.82
H -3.4375 -0.9898 2.9080 1.45 -0.28 -0.78
H -2.6439 -0.1862 1.6781 -0.29 -1.13 0.55
H -0.3348 -0.1840 1.3596 -1.19 1.39 1.39
H 1.6939 0.4663 3.2500 -2.08 0.36 -0.39
H 0.1226 1.0572 4.1088 0.47 -0.95 -2.55
H 1.1396 1.8526 1.0859 -0.67 0.79 2.15
H 1.4372 2.9550 2.5842 -1.60 -1.27 -0.73
H -1.2033 2.5965 0.7502 1.05 0.32 2.30
H -0.4799 4.0780 1.6588 -0.49 -2.47 0.16
H -1.8236 3.7395 3.7402 0.47 -1.71 -1.16
H -1.9671 1.8378 3.5411 0.39 1.75 -0.98
H -3.5890 2.5977 0.4419 1.04 0.01 0.90
H -4.0119 4.7509 2.0002 0.12 0.44 0.19
H -6.1064 2.7829 3.1720 1.45 -1.67 -0.49
H -4.7766 1.6491 3.9030 -0.98 0.57 -1.50
H -4.8032 -0.3361 0.5241 -1.56 1.78 -0.10
H -6.1292 -0.4154 3.5290 -1.45 0.73 -1.81
C 1.1463 2.4895 -2.1145 -0.27 0.20 -0.66
O 1.6546 1.7430 -1.0242 0.39 -1.06 0.72
H 0.6732 3.3975 -1.7335 0.08 -0.22 0.07
H 1.9656 2.7616 -2.7844 -0.17 0.03 -0.06
H 0.4050 1.8929 -2.6517 0.03 0.25 -0.13
H 2.0681 0.9439 -1.3929 0.01 0.53 -0.14
C 1.9153 -1.6569 -3.2071 -0.19 0.66 -0.85
O 2.3129 -0.5369 -3.9901 -0.44 -0.52 1.05
C 3.6027 -0.7190 -4.5806 0.11 -0.09 -0.70
C 3.4894 -1.1400 -6.0516 0.08 -0.14 1.26
O 2.8897 -2.4321 -6.1785 -1.20 0.54 3.43
C 1.5103 -2.3563 -6.5232 -0.40 -0.29 0.40
H 0.8412 -1.5808 -3.0223 -0.12 0.08 -0.10
H 2.1081 -2.6063 -3.7141 0.11 0.03 0.01
H 2.4403 -1.6387 -2.2477 0.40 -0.19 0.53
H 4.1974 -1.4419 -4.0077 -0.13 -0.01 -0.01
H 4.1175 0.2477 -4.5330 -0.06 -0.02 0.01
H 4.4968 -1.2110 -6.4754 -0.20 0.14 0.18
H 2.9334 -0.3936 -6.6320 0.17 -0.09 0.30
H 1.4121 -2.1249 -7.5885 -0.07 -0.04 0.29
H 0.9779 -1.6070 -5.9351 -0.01 0.10 0.20
H 1.0561 -3.3320 -6.3326 0.14 -0.03 0.05
Na -4.0812 6.1933 3.2853 -0.14 -0.23 -0.23
Ca 1.0188 -1.7345 0.7187 1.10 -2.01 1.01
O 0.4023 -3.6621 4.1225 1.08 -0.47 -1.15
H -0.1647 -2.9486 3.8930 -0.95 0.93 0.12
C 3.9434 -5.3911 1.1405 0.49 -1.64 1.38
Cl 5.3140 -4.9855 2.1807 -1.55 -2.11 -1.20
Cl 3.5888 -4.0756 0.0139 -0.56 0.92 -0.64
H 4.1833 -6.2923 0.5710 -0.21 0.43 -0.26
H 3.0646 -5.5719 1.7643 0.12 0.24 -0.22
Cl -5.2812 3.5142 -0.6321 -0.77 0.68 -0.34
Na 2.8188 2.4522 3.9394 0.27 -0.35 0.22
Cl 3.4188 -2.0571 -8.3466 1.69 -0.07 -5.64
Cl 6.1188 -2.7448 2.8688 0.99 2.99 0.91

=====

Entry 5:
19
Properties=species:S:1:pos:R:3:forces:R:3 method="wB97M-V/def2-TZVPD" lumo_energy_ev=1.2 e_above_lowest_kj_mol=145.4 smiles=CCO[C@H]1C[C@H]1C gap_ev=10.36 molar_mass_g_mol=100.16 total_energy_ha=-311.00390 total_charge=0 homo_ha=-0.33834
C -0.6477 -2.8395 0.1186 0.02 -0.06 0.01
C 0.1904 -1.5799 -0.0118 0.08 -0.15 -0.05
O -0.6779 -0.4708 0.1528 -0.07 0.06 0.10
C -0.4897 0.5807 -0.7384 -0.12 0.02 -0.18
C -1.0505 1.8847 -0.2777 -0.12 0.09 -0.01
C 0.4458 1.7078 -0.3931 0.15 0.01 -0.08
C 1.3147 1.6166 0.8370 0.01 -0.02 0.03
H -1.4033 -2.8692 -0.6741 0.13 -0.01 0.14
H -1.1640 -2.8518 1.0843 0.09 0.01 -0.15
H -0.0252 -3.7365 0.0472 -0.05 0.09 0.00
H 0.6801 -1.5360 -0.9957 -0.08 -0.01 0.14
H 0.9797 -1.5478 0.7558 -0.12 0.01 -0.16
H -0.5827 0.2887 -1.7883 -0.03 0.12 0.19
H -1.4697 1.8776 0.7264 0.09 -0.03 -0.18
H -1.5716 2.5227 -0.9860 0.12 -0.11 0.10
H 0.8996 2.1971 -1.2530 -0.02 -0.07 0.14
H 2.3087 1.2370 0.5726 -0.13 0.06 0.09
H 1.4387 2.5939 1.3167 -0.02 -0.15 -0.06
H 0.8683 0.9262 1.5605 0.07 0.16 -0.06

=====

Entry 6:
55
Properties=species:S:1:pos:R:3:forces:R:3 method="wB97M-V/def2-TZVPD" lumo_energy_ev=1.5 gap_ev=5.38 molar_mass_g_mol=637.53 total_energy_ha=-3678.05626 total_charge=-1 homo_ha=-0.14295
O -4.8705 7.8314 1.6929 -3.72 -7.43 -3.59
C -5.2472 6.6495 1.1383 3.98 4.07 1.82
C -4.0850 5.5744 0.7128 -5.20 -2.42 -0.98
C -4.8949 4.4049 0.2779 2.05 2.41 0.75
C -4.2121 2.9975 -0.2366 1.90 -5.37 -2.09
O -3.7967 2.1526 0.7478 -1.89 4.77 -3.90
O -4.0613 2.5642 -1.6343 -1.95 10.23 7.69
C -6.4892 4.7471 0.4469 -3.72 -3.15 -0.36
O -7.5801 3.9668 0.3338 7.53 5.56 0.73
O -6.6221 6.1640 0.8360 3.29 -1.28 0.37
H -2.9229 5.7358 0.7595 -2.78 -0.33 0.00
C -2.6696 -2.2069 -2.9689 0.22 -0.02 0.02
C -2.2489 -2.0702 -1.5080 -0.46 -0.19 0.17
O -1.8824 -0.7012 -1.3518 0.57 -0.13 -0.75
S -2.7995 0.2096 -2.3466 -2.27 1.60 1.66
O -3.9035 0.7433 -1.5801 2.92 -7.35 -2.12
O -1.9247 1.0352 -3.1464 -0.72 -1.09 0.89
O -3.3664 -1.0014 -3.2793 0.41 -0.43 -0.04
H -1.7965 -2.2744 -3.6258 0.02 -0.09 0.03
H -3.3154 -3.0737 -3.1331 -0.04 0.27 -0.02
H -1.4124 -2.7249 -1.2525 -0.03 0.31 -0.04
H -3.0888 -2.2738 -0.8354 0.02 -0.05 -0.11
C -0.4030 2.0490 2.1271 -0.76 -0.63 -0.54
C 0.3162 1.9790 0.7827 0.32 -0.61 0.46
O 0.2514 3.3021 0.2554 -0.36 1.06 0.89
S 0.2804 4.3667 1.4908 -0.13 -0.42 -0.21
O 1.6394 4.8342 1.6517 -1.72 -0.15 -0.04
O -0.8475 5.2583 1.3522 1.70 -0.73 0.12
O -0.0385 3.3085 2.6893 0.72 0.97 -0.68
H -1.4896 2.0371 1.9939 0.03 -0.05 -0.11
H -0.1102 1.2343 2.7948 0.13 0.33 0.01
H -0.1504 1.2675 0.0972 -0.04 0.36 0.00
H 1.3719 1.7190 0.9136 -0.12 -0.04 -0.02
C 2.7150 -2.3351 -3.3231 -0.31 -0.55 -0.43
C 1.2376 -1.9546 -3.2760 0.28 0.60 -0.62
O 0.8598 -2.0940 -1.9083 1.07 -0.32 0.80
S 2.1421 -1.7377 -0.9654 -0.20 0.63 -0.04
O 2.0169 -0.3631 -0.5340 0.40 -2.08 -0.24
O 2.3541 -2.8340 -0.0491 -0.34 1.37 -0.79
O 3.2837 -1.8040 -2.1273 -0.81 0.32 0.74
H 2.8427 -3.4223 -3.3072 -0.02 0.08 -0.05
H 3.2197 -1.9230 -4.2010 0.01 0.08 0.33
H 0.6223 -2.5942 -3.9132 0.03 0.00 0.33
H 1.0911 -0.9076 -3.5618 -0.02 -0.11 -0.04
C 4.8343 -3.8321 3.6248 -0.25 0.68 -0.23
C 4.6090 -4.0285 2.1280 -0.73 -0.16 0.30
O 5.9001 -4.3033 1.5892 0.91 -0.19 0.86
S 6.7820 -5.0998 2.7065 0.16 -0.15 -0.15
O 6.7053 -6.5146 2.4171 0.41 1.75 0.51
O 8.0326 -4.3997 2.8855 -1.45 -1.12 -0.37
O 5.8256 -4.7908 3.9901 0.47 -0.52 -0.87
H 5.2316 -2.8340 3.8359 -0.09 -0.06 -0.04
H 3.9204 -3.9890 4.2039 0.28 -0.17 -0.04
H 4.1727 -3.1465 1.6532 0.28 -0.19 -0.04
H 3.9711 -4.8978 1.9363 -0.03 0.14 0.04

=====

Entry 7:
18
Properties=species:S:1:pos:R:3:forces:R:3 method="wB97M-V/def2-TZVPD" lumo_energy_ev=1.8 e_above_lowest_kj_mol=0.0 gap_ev=6.29 molar_mass_g_mol=213.15 total_energy_ha=-1151.66264 total_charge=-1 homo_ha=-0.16387
O -0.6817 2.2979 2.5254 0.09 -0.27 0.51
N -1.6967 2.2037 1.9925 -0.14 0.37 -0.64
O -1.9388 0.8469 1.5296 0.34 -0.14 0.05
C -2.2103 0.8669 0.1278 -0.51 -0.14 0.10
N -1.6008 -0.2809 -0.5445 0.83 0.13 -0.02
S -0.4129 0.2341 -1.7374 0.27 -0.13 -0.34
C -1.1132 -1.2707 0.3689 0.81 -0.39 0.62
O -0.0200 -1.3317 0.8597 -1.10 0.07 -0.58
O -2.0772 -2.1880 0.6412 0.39 -0.02 0.13
H -3.2807 0.8491 -0.0467 -0.32 -0.07 0.17
H -1.7996 1.7676 -0.3070 0.08 0.22 -0.17
H 0.7195 -0.4425 -1.3749 0.06 0.18 0.31
H -2.6473 -2.2095 -0.1312 -0.38 0.16 -0.08
C 3.9297 -0.3182 -1.1799 -0.22 -0.11 -0.20
O 2.8063 -0.7969 -1.5079 -0.16 0.12 -0.03
O 3.9859 0.0834 0.1784 -0.20 -0.11 -0.24
O 4.9497 -0.1589 -1.8442 0.04 0.06 0.15
H 3.0881 -0.1522 0.4503 0.12 0.08 0.25

=====

Entry 8:
36
Properties=species:S:1:pos:R:3:forces:R:3 method="wB97M-V/def2-TZVPD" lumo_energy_ev=-0.3 e_above_lowest_kj_mol=469.9 gap_ev=8.01 molar_mass_g_mol=204.46 total_energy_ha=-1011.41155 total_charge=0 homo_ha=-0.30598
C -2.2894 1.9524 -0.6277 3.24 -0.23 1.53
C -2.6930 -0.4010 0.3243 -0.09 1.38 1.83
C 0.2456 -1.1676 2.1408 -0.98 -0.77 2.78
C 0.0496 1.1569 2.4919 -2.91 0.05 -1.15
C 2.3658 -0.2431 -1.5773 -2.13 0.54 -0.97
C 2.3131 2.0868 -0.8030 -0.99 0.98 1.94
C -1.8210 0.4469 -0.5789 -0.32 0.41 0.24
C 0.7214 0.1231 1.6486 -0.91 0.83 -2.24
C 1.4430 0.9910 -1.3604 -2.10 -1.26 -1.03
O 0.1748 -2.5504 -0.3746 0.09 3.30 1.70
Si -0.1348 -3.4360 -1.6310 0.12 -0.98 1.78
Si 0.0300 0.2810 -0.1882 1.69 -1.12 -0.09
H -2.2509 2.2237 0.4778 0.08 0.48 -1.40
H -1.5358 2.5625 -1.2663 -1.43 -0.72 1.21
H -3.2852 2.1205 -0.9374 -1.03 -0.16 -0.65
H -2.3198 -1.3523 0.6064 0.88 -0.85 0.06
H -3.6749 -0.6178 -0.0559 -0.53 0.44 -0.41
H -2.7607 0.2191 1.2262 -0.64 -0.54 0.37
H 0.5800 -1.9802 1.6068 0.50 -1.79 -1.40
H 0.5736 -1.3291 3.1750 0.23 0.21 0.15
H -0.8448 -1.2137 2.2512 0.13 -0.02 -0.44
H 0.3751 1.0192 3.4526 0.75 -0.44 2.75
H -1.0909 0.8725 2.5172 1.96 1.11 -0.07
H 0.2382 2.1943 2.3003 -0.18 0.66 -0.62
H 2.9830 0.0633 -2.3445 2.00 0.70 -1.45
H 2.8805 -0.4091 -0.7058 1.48 -0.64 2.03
H 1.9755 -1.1714 -1.9550 -0.88 -0.29 0.29
H 2.5563 1.8259 0.2593 -0.01 0.41 -0.73
H 1.8567 3.1236 -0.7980 0.43 -1.21 -0.11
H 3.2362 2.0959 -1.3377 0.71 0.23 -0.46
H -2.1037 -0.0237 -1.4664 0.77 -0.43 -2.40
H 1.8009 0.1724 1.7327 0.26 0.18 -0.46
H 1.0291 1.2971 -2.3684 0.21 -0.35 1.08
H -1.2627 -4.3648 -1.2148 0.45 -0.22 -0.68
H 1.1870 -3.9692 -1.9711 0.11 -0.94 -0.66
H -0.5473 -2.5985 -2.6486 -0.95 1.06 -2.32